Record 1
{"formula": "C35H44F10N4SbTl", "method": "ωB97M-V/def2-TZVPD", "charge": 0, "homo_ev": -7.36, "symbols": ["Tl", "C", "N", "C", "C", "N", "C", "C", "F", "C", "F", "C", "F", "C", "F", "C", "F", "C", "C", "N", "C", "C", "F", "C", "F", "C", "F", "C", "F", "C", "F", "H", "H", "H", "H", "H", "H", "H", "H", "H", "H", "H", "C", "N", "C", "C", "C", "C", "C", "C", "C", "C", "H", "H", "H", "H", "H", "H", "H", "H", "H", "H", "H", "H", "C", "C", "C", "Sb", "C", "C", "C", "C", "C", "C", "H", "H", "H", "H", "H", "H", "H", "H", "H", "H", "H", "H", "H", "H", "H", "H", "H", "H", "H", "H", "H"], "xyz": [[0.743, -0.281, -0.193], [-1.336, 0.016, 2.736], [0.046, 0.295, 2.374], [0.350, 1.710, 2.570], [1.526, 2.219, 1.732], [1.164, 2.067, 0.348], [1.837, 2.664, -0.630], [1.315, 2.555, -1.945], [0.142, 1.869, -2.086], [1.927, 3.059, -3.068], [1.359, 2.890, -4.272], [3.135, 3.744, -2.948], [3.781, 4.200, -4.035], [3.665, 3.936, -1.675], [4.818, 4.609, -1.541], [3.039, 3.424, -0.554], [3.630, 3.637, 0.647], [0.957, -0.553, 3.134], [0.918, -1.994, 2.634], [1.507, -2.043, 1.317], [1.846, -3.232, 0.808], [2.874, -3.281, -0.166], [3.473, -2.113, -0.481], [3.329, -4.446, -0.744], [4.305, -4.410, -1.662], [2.795, -5.672, -0.350], [3.249, -6.820, -0.878], [1.798, -5.684, 0.619], [1.271, -6.856, 1.007], [1.333, -4.504, 1.172], [0.342, -4.604, 2.091], [-1.551, 0.324, 3.767], [-2.006, 0.539, 2.056], [-1.539, -1.047, 2.652], [-0.513, 2.282, 2.236], [0.536, 1.921, 3.634], [1.669, 3.277, 1.981], [2.458, 1.694, 1.975], [1.972, -0.175, 3.003], [0.702, -0.531, 4.204], [1.516, -2.615, 3.312], [-0.112, -2.372, 2.657], [-1.420, -0.692, -2.979], [-0.756, -1.607, -2.060], [-1.718, -2.526, -1.472], [0.283, -2.346, -2.773], [1.501, -1.502, -3.074], [2.217, -1.703, -4.252], [3.399, -1.025, -4.489], [3.889, -0.139, -3.546], [3.176, 0.090, -2.375], [1.995, -0.587, -2.168], [-2.001, -1.240, -3.732], [-0.682, -0.074, -3.483], [-2.090, -0.041, -2.420], [-2.208, -3.137, -2.240], [-2.479, -1.959, -0.942], [-1.220, -3.185, -0.766], [-0.112, -2.769, -3.711], [0.606, -3.182, -2.143], [1.837, -2.404, -4.980], [3.950, -1.195, -5.401], [4.818, 0.385, -3.713], [3.566, 0.775, -1.638], [-3.666, 4.969, 0.682], [-2.730, 3.867, 1.144], [-3.124, 3.389, 2.534], [-2.479, 2.144, -0.296], [-2.603, 3.193, -2.275], [-1.637, 4.366, -2.314], [-3.988, 3.612, -2.724], [-4.520, 1.174, -0.074], [-4.771, 0.202, -1.215], [-5.707, 2.101, 0.095], [-3.657, 5.782, 1.411], [-4.690, 4.620, 0.588], [-3.349, 5.383, -0.269], [-1.716, 4.277, 1.191], [-4.073, 2.859, 2.523], [-3.230, 4.245, 3.202], [-2.375, 2.731, 2.963], [-2.229, 2.425, -2.956], [-2.076, 5.259, -1.876], [-1.382, 4.598, -3.348], [-0.714, 4.152, -1.781], [-4.451, 4.292, -2.014], [-4.637, 2.751, -2.861], [-3.915, 4.128, -3.682], [-4.402, 0.589, 0.845], [-4.851, 0.723, -2.167], [-5.705, -0.337, -1.050], [-3.973, -0.532, -1.292], [-5.816, 2.765, -0.757], [-5.621, 2.695, 0.999], [-6.621, 1.511, 0.177]]}

Record 2
{"formula": "C35H44NO4PtS2Se", "method": "ωB97M-V/def2-TZVPD", "charge": -1, "homo_ev": -4.64, "symbols": ["Pt", "C", "C", "C", "C", "C", "C", "C", "Se", "C", "C", "C", "C", "C", "C", "O", "C", "C", "C", "C", "C", "C", "C", "C", "C", "O", "C", "C", "C", "C", "C", "C", "H", "H", "H", "H", "H", "H", "H", "H", "H", "H", "H", "H", "H", "H", "H", "H", "H", "H", "H", "H", "H", "H", "H", "H", "H", "H", "H", "H", "H", "H", "H", "H", "H", "H", "H", "H", "H", "H", "H", "H", "O", "S", "O", "N", "C", "S", "C", "C", "C", "C", "C", "C", "H", "H", "H", "H"], "xyz": [[1.189, -0.410, 0.967], [2.273, 6.690, 2.115], [3.454, 5.863, 1.595], [4.462, 5.684, 2.738], [4.092, 6.645, 0.435], [3.043, 4.480, 1.109], [1.763, 3.966, 1.250], [1.470, 2.699, 0.792], [-0.329, 1.979, 1.021], [-0.296, 1.333, 2.863], [-0.230, 2.237, 3.893], [-0.164, 1.788, 5.207], [-0.166, 0.416, 5.410], [-0.247, -0.527, 4.394], [-0.333, -0.073, 3.061], [-0.483, -0.862, 2.026], [-0.175, -2.001, 4.796], [-0.272, -2.991, 3.633], [-1.316, -2.330, 5.775], [1.181, -2.240, 5.481], [-0.075, 2.788, 6.345], [0.327, 2.110, 7.657], [-1.445, 3.460, 6.524], [0.987, 3.842, 6.015], [2.407, 1.889, 0.103], [2.034, 0.772, -0.456], [3.728, 2.391, 0.012], [3.996, 3.646, 0.533], [4.899, 1.594, -0.567], [5.879, 1.325, 0.591], [5.597, 2.411, -1.668], [4.521, 0.249, -1.196], [2.616, 7.696, 2.355], [1.861, 6.251, 3.020], [1.489, 6.773, 1.365], [4.683, 6.639, 3.213], [5.390, 5.252, 2.373], [4.056, 4.999, 3.478], [4.343, 7.658, 0.750], [3.396, 6.710, -0.401], [5.002, 6.166, 0.082], [0.972, 4.526, 1.727], [-0.208, 3.289, 3.648], [-0.077, 0.045, 6.417], [-1.209, -2.879, 3.094], [-0.211, -4.011, 4.019], [0.543, -2.847, 2.928], [-2.278, -2.224, 5.276], [-1.307, -1.673, 6.641], [-1.220, -3.358, 6.128], [1.990, -1.977, 4.802], [1.286, -3.293, 5.745], [1.295, -1.633, 6.376], [-0.458, 1.444, 8.012], [0.502, 2.862, 8.426], [1.241, 1.543, 7.503], [-2.207, 2.713, 6.741], [-1.735, 3.988, 5.619], [-1.410, 4.172, 7.348], [1.919, 3.342, 5.767], [1.143, 4.501, 6.869], [0.690, 4.454, 5.169], [5.017, 3.993, 0.488], [6.458, 2.215, 0.828], [6.567, 0.522, 0.328], [5.332, 1.038, 1.487], [5.834, 3.418, -1.337], [4.949, 2.484, -2.538], [6.523, 1.920, -1.959], [4.079, -0.424, -0.466], [5.419, -0.227, -1.596], [3.812, 0.386, -2.008], [4.303, 2.046, 3.697], [3.647, 0.848, 4.153], [2.776, 1.009, 5.284], [2.913, 0.055, 2.904], [3.541, -1.065, 2.652], [3.032, -2.133, 1.448], [4.687, -1.388, 3.496], [5.526, -2.492, 3.404], [6.549, -2.617, 4.326], [6.722, -1.675, 5.333], [5.883, -0.565, 5.420], [4.882, -0.432, 4.485], [5.377, -3.217, 2.618], [7.220, -3.463, 4.263], [7.521, -1.801, 6.050], [6.014, 0.175, 6.194]]}

Record 3
{"formula": "C35H45BEuN9O3", "method": "ωB97M-V/def2-TZVPD", "charge": -1, "homo_ev": [-1.48, -5.07], "multiplicity": 8, "symbols": ["Eu", "C", "C", "C", "C", "C", "C", "N", "N", "B", "N", "C", "C", "C", "N", "C", "C", "C", "N", "C", "C", "C", "N", "C", "C", "C", "H", "H", "H", "H", "H", "H", "H", "H", "H", "H", "H", "H", "H", "H", "H", "H", "H", "H", "H", "H", "H", "H", "H", "H", "H", "H", "H", "H", "C", "C", "O", "C", "C", "C", "N", "N", "C", "O", "C", "C", "C", "C", "C", "C", "H", "H", "H", "H", "H", "H", "H", "H", "H", "H", "H", "H", "O", "N", "C", "C", "C", "C", "C", "H", "H", "H", "H", "H"], "xyz": [[-0.092, 0.101, -0.423], [-5.654, -1.191, -0.723], [-4.143, -1.378, -0.916], [-3.660, -0.497, -2.047], [-3.447, -1.167, 0.405], [-3.801, -1.823, 1.597], [-2.985, -1.279, 2.556], [-2.186, -0.371, 1.978], [-2.460, -0.294, 0.644], [-1.235, 0.574, 2.788], [-1.139, 1.980, 2.179], [-1.552, 3.149, 2.730], [-1.071, 4.199, 1.927], [-0.380, 3.580, 0.889], [-0.441, 2.244, 1.029], [0.498, 4.175, -0.174], [-0.076, 5.448, -0.786], [1.890, 4.453, 0.404], [0.189, -0.021, 2.906], [0.764, -0.676, 4.014], [2.069, -1.028, 3.694], [2.253, -0.586, 2.388], [1.090, 0.042, 1.904], [3.438, -0.711, 1.501], [4.550, -1.525, 2.150], [3.948, 0.664, 1.058], [-6.178, -1.382, -1.662], [-6.062, -1.857, 0.039], [-5.869, -0.164, -0.419], [-3.970, -2.422, -1.198], [-3.907, 0.543, -1.855], [-2.589, -0.576, -2.207], [-4.160, -0.795, -2.972], [-4.552, -2.583, 1.729], [-2.913, -1.467, 3.615], [-1.685, 0.659, 3.906], [-2.122, 3.153, 3.644], [-1.193, 5.256, 2.094], [0.606, 3.412, -0.950], [-0.139, 6.235, -0.027], [0.573, 5.807, -1.586], [-1.071, 5.293, -1.200], [1.819, 5.134, 1.256], [2.369, 3.534, 0.747], [2.533, 4.914, -0.350], [0.196, -0.817, 4.918], [2.776, -1.545, 4.319], [3.090, -1.251, 0.612], [4.921, -1.032, 3.053], [4.211, -2.525, 2.427], [5.389, -1.631, 1.460], [4.198, 1.269, 1.933], [4.847, 0.553, 0.447], [3.209, 1.195, 0.460], [3.856, -1.119, -2.042], [2.357, -0.939, -2.098], [1.890, 0.197, -1.596], [1.548, -1.895, -2.609], [0.110, -1.596, -2.807], [-0.225, -0.586, -3.873], [-0.880, -2.175, -2.227], [-0.689, -3.302, -1.407], [-0.297, -3.102, -0.219], [0.037, -1.965, 0.306], [-0.247, -4.314, 0.710], [-0.735, -5.554, 0.339], [-0.675, -6.623, 1.222], [-0.124, -6.460, 2.485], [0.365, -5.222, 2.857], [0.300, -4.150, 1.967], [4.174, -1.586, -1.107], [4.330, -0.138, -2.095], [4.214, -1.738, -2.864], [1.920, -2.878, -2.870], [-0.128, -1.092, -4.839], [0.485, 0.239, -3.857], [-1.236, -0.199, -3.772], [-1.164, -5.662, -0.648], [-1.065, -7.589, 0.922], [-0.082, -7.294, 3.174], [0.796, -5.081, 3.841], [0.671, -3.171, 2.246], [-1.079, 1.450, -1.769], [-1.567, 2.486, -2.476], [-0.817, 3.007, -3.516], [-1.363, 3.953, -4.329], [-2.689, 4.412, -4.141], [-3.405, 3.871, -3.043], [-2.847, 2.938, -2.226], [0.187, 2.621, -3.593], [-0.742, 4.350, -5.122], [-3.128, 5.153, -4.791], [-4.405, 4.212, -2.807], [-3.309, 2.529, -1.343]]}

What is the formula in the third record? C35H45BEuN9O3

Number 1 is which compound? C35H44F10N4SbTl